Formula: C5H9NO3
Source: OMol25
Level of theory: wB97M-V/def2-TZVPD

Its HOMO energy is -8.8 eV. The energy relative to the best compared isomer or geometry (same formula, charge and spin) is 265.17 kJ/mol. For the total energy, the calculation gives -12961.9580 eV. The largest force on an atom comes out at 4.75 eV/A.

Last column: natural (NBO) charge in e.
Atoms and positions in Å:
C (1.7786, 0.3566, -1.0865)  -0.621
C (1.3688, -0.7864, -0.1916)  -0.419
C (-0.0431, -1.2866, -0.4476)  -0.437
C (-0.9515, -0.5809, -1.0754)  0.392
N (-1.6842, -0.0348, -1.8906)  -0.620
H (2.0025, 0.0962, -2.1566)  0.223
H (0.8441, 0.9697, -1.2211)  0.202
H (2.4728, 1.0184, -0.5872)  0.211
H (1.2248, -0.3079, 0.8473)  0.221
H (2.0728, -1.5995, -0.1698)  0.214
H (-0.2479, -2.2397, 0.0768)  0.238
H (-2.3422, 0.6720, -1.5128)  0.389
O (-1.7755, 1.8914, 0.9887)  -0.614
C (-1.2736, 0.8849, 1.4257)  0.989
O (-0.0742, 0.6952, 1.8483)  -0.662
O (-2.0844, -0.2242, 1.6972)  -0.709
H (0.3753, 1.5219, 1.6423)  0.511
H (-1.6630, -1.0464, 1.8127)  0.492